1.
115
Properties=species:S:1:pos:R:3:forces:R:3:lowdin_spin:R:1 method="wB97M-V/def2-TZVPD" e_homo_ev="-0.445 / -2.370" max_force_ev_per_a=0.6 total_charge=-2 energy_ev=-185883.6871 de_lowest_kj_mol=72.7 gap_ev="3.996 / 5.921" spin_multiplicity=2
Hg 0.1474 0.1262 -0.0600 -0.5 0.3 0.1 0.007
C -2.9360 -5.0196 -2.3068 0.0 0.0 0.0 0.067
C -1.7546 -4.7694 -1.6103 0.0 0.0 0.0 0.002
C -1.2782 -3.4810 -1.4710 0.0 0.0 0.0 0.047
C -1.9607 -2.3851 -2.0244 -0.1 0.0 0.0 0.022
C -3.1362 -2.6496 -2.7570 0.0 0.0 0.0 0.057
C -3.6096 -3.9448 -2.8806 0.0 0.0 0.0 -0.001
N -1.4325 -1.1296 -1.8128 0.1 -0.2 -0.1 0.269
N -1.9948 -0.1858 -2.5373 -0.1 0.0 -0.1 0.265
C -1.3648 1.0320 -2.4852 0.1 0.2 -0.1 0.026
C -1.9139 2.0375 -3.3136 0.0 0.0 0.0 0.057
C -1.2953 3.2595 -3.4788 0.0 0.0 -0.1 0.001
C -0.0908 3.5225 -2.8319 0.0 0.0 0.0 0.082
C 0.4225 2.5593 -1.9623 0.0 0.0 0.0 -0.001
C -0.1991 1.3385 -1.7321 0.1 0.0 0.0 0.068
H -3.3093 -6.0308 -2.4188 0.0 0.0 0.0 0.005
H -1.1896 -5.5881 -1.1777 0.0 0.0 0.0 -0.002
H -0.3451 -3.2962 -0.9529 0.0 0.0 0.0 0.002
H -3.6562 -1.8182 -3.2102 0.0 0.0 0.0 0.007
H -4.5221 -4.1215 -3.4419 0.0 0.0 0.0 -0.002
H -2.8319 1.7966 -3.8407 0.0 0.0 0.0 0.002
H -1.7394 4.0047 -4.1332 0.0 0.0 0.0 -0.002
H 0.4380 4.4560 -2.9920 0.0 0.0 0.0 0.006
H 1.3577 2.7769 -1.4555 0.0 0.0 0.0 -0.002
I 2.4776 -2.5154 -1.9900 -0.1 -0.1 0.0 0.001
I 3.0245 -4.4054 0.1502 -0.1 0.2 -0.2 0.000
C 1.1965 5.5629 0.4966 -0.1 0.0 0.0 0.000
Sb 0.9366 3.5662 1.2791 0.1 0.0 0.0 -0.001
C 0.9909 4.2591 3.3334 0.0 0.0 0.0 0.000
C -1.1967 3.5925 1.0557 0.0 0.0 0.0 0.001
H 0.5311 6.2607 1.0079 0.0 0.0 0.0 0.000
H 0.9561 5.5530 -0.5671 0.0 0.0 0.0 0.000
H 2.2292 5.8896 0.6216 0.0 0.0 0.0 0.000
H 0.2345 5.0291 3.4958 0.0 0.0 0.0 0.000
H 1.9775 4.6795 3.5368 0.0 0.0 0.0 0.000
H 0.8152 3.4353 4.0242 0.0 0.0 0.0 0.000
H -1.6491 4.2584 1.7920 0.0 0.0 0.0 0.000
H -1.5825 2.5812 1.1739 0.0 0.0 0.0 0.000
H -1.4228 3.9324 0.0446 0.0 0.0 0.0 0.000
Br 6.6960 0.7131 3.6425 0.0 0.0 0.0 0.000
C 5.1386 0.3849 2.5951 0.0 0.0 0.0 0.000
C 5.2558 -0.2308 1.3664 0.0 0.0 0.0 0.000
C 4.0866 -0.4427 0.6413 0.0 0.0 0.0 0.000
N 2.8840 -0.0900 1.0837 0.2 0.0 -0.1 0.000
C 2.8021 0.4964 2.2728 0.0 0.0 -0.1 0.000
C 3.9013 0.7636 3.0773 0.0 0.0 0.0 0.000
H 6.2119 -0.5462 0.9747 0.0 0.0 0.0 0.000
H 4.1202 -0.9015 -0.3384 0.0 0.0 0.0 0.000
H 1.7879 0.7318 2.5797 0.0 0.0 0.0 0.000
H 3.7855 1.2457 4.0380 0.0 0.0 0.0 0.000
C -2.8383 -2.0500 1.2173 -0.1 0.0 0.0 0.003
C -2.0516 -2.4879 2.4629 0.0 0.0 0.1 0.000
C -3.0455 -3.0772 3.4732 0.0 0.0 0.0 0.000
C -1.1062 -3.6142 2.0190 0.0 0.0 -0.1 0.001
P -0.9833 -1.0385 3.0491 0.0 0.0 -0.1 0.000
N -0.2719 -0.2609 1.9365 0.3 -0.1 0.0 0.000
C 0.2775 -1.7427 4.3040 0.0 0.0 0.1 0.000
C 0.8985 -0.5802 5.0945 0.0 0.0 0.0 0.000
C 1.4145 -2.3943 3.4926 0.0 0.0 0.0 0.000
C -0.2339 -2.7494 5.3441 0.0 0.0 0.0 0.000
C -2.1284 0.1607 3.9976 0.0 0.0 0.1 0.000
C -2.6691 -0.2929 5.3587 0.0 0.0 0.0 0.000
C -3.3286 0.4643 3.0898 0.0 0.0 0.0 0.000
C -1.3853 1.4930 4.1755 0.0 0.0 0.0 0.000
H -3.1798 -2.9431 0.6862 0.0 0.0 0.0 0.000
H -2.2276 -1.4790 0.5211 0.0 0.0 0.0 0.001
H -3.7176 -1.4597 1.4687 0.0 0.0 -0.1 0.000
H -3.5026 -3.9633 3.0191 0.0 0.0 0.0 0.000
H -3.8562 -2.3876 3.7071 0.0 0.0 0.0 0.000
H -2.5795 -3.3925 4.4069 0.0 0.0 0.0 0.000
H -1.6736 -4.3262 1.4153 0.0 0.0 0.0 0.000
H -0.6832 -4.1578 2.8607 0.0 0.0 0.1 0.000
H -0.2899 -3.2450 1.3997 0.0 0.0 0.0 0.000
H 1.1975 0.2442 4.4515 0.0 0.0 0.0 0.000
H 1.7933 -0.9496 5.6052 0.0 0.0 0.0 0.000
H 0.2266 -0.1925 5.8587 -0.1 0.0 0.0 0.000
H 1.5934 -1.8667 2.5565 0.0 0.0 0.0 0.000
H 1.2064 -3.4347 3.2530 0.0 0.0 0.0 0.000
H 2.3384 -2.3729 4.0793 0.0 0.0 0.0 0.000
H -1.0479 -2.3550 5.9539 0.0 0.0 0.0 0.000
H 0.5928 -2.9939 6.0215 0.0 0.0 0.0 0.000
H -0.5633 -3.6839 4.8976 0.0 0.0 -0.1 0.000
H -3.2170 -1.2329 5.3076 0.0 0.0 0.0 0.000
H -3.3643 0.4706 5.7285 0.0 0.0 0.0 0.000
H -1.8845 -0.3962 6.1059 0.1 0.0 0.0 0.000
H -4.0320 -0.3640 3.0406 0.0 0.0 0.0 0.000
H -3.0089 0.7089 2.0763 0.0 0.0 0.0 0.000
H -3.8658 1.3267 3.4985 0.0 0.0 0.0 0.000
H -0.7252 1.4911 5.0406 0.1 0.0 0.0 0.000
H -2.1128 2.2989 4.3194 0.0 0.0 0.0 0.000
H -0.7999 1.7098 3.2824 0.0 0.0 0.0 0.000
N -0.8199 2.5524 -8.3560 0.0 0.0 0.0 0.000
C -0.1232 1.5802 -7.6144 0.0 0.0 0.0 0.000
C -0.6894 1.0509 -6.4556 0.0 0.0 0.0 0.001
C -0.0181 0.0953 -5.7198 0.0 0.0 0.0 0.001
C 1.2307 -0.3399 -6.1498 0.0 0.0 0.0 0.000
C 1.7937 0.1567 -7.3126 0.0 0.0 0.0 0.000
C 1.1154 1.1129 -8.0498 0.0 0.0 0.0 0.000
S 2.1051 -1.5215 -5.1707 -0.2 0.0 0.3 0.000
O 3.4371 -1.6314 -5.7165 0.0 0.1 -0.1 0.000
O 1.2900 -2.7008 -5.1044 0.1 -0.1 0.0 0.000
N 2.1062 -0.8768 -3.6746 0.2 -0.2 -0.1 0.001
C 2.7646 0.3026 -3.4265 0.1 0.0 0.2 0.001
S 2.8892 1.6500 -4.5487 -0.1 0.0 -0.1 0.001
C 3.7147 2.5648 -3.3464 0.0 -0.1 0.0 0.000
C 3.8252 1.8241 -2.2209 0.0 0.1 0.0 0.000
N 3.3062 0.5616 -2.2672 0.0 0.0 0.0 0.001
H -1.4616 3.0836 -7.7857 0.0 0.0 0.0 0.000
H -0.2055 3.1746 -8.8598 0.0 0.0 0.0 0.000
H -1.6468 1.4156 -6.1041 0.0 0.0 0.0 0.000
H -0.4461 -0.2911 -4.8012 0.0 0.0 0.0 0.001
H 2.7755 -0.1879 -7.6088 0.0 0.0 0.0 0.000
H 1.5542 1.5161 -8.9563 0.0 0.0 0.0 0.000
H 4.0555 3.5707 -3.5255 0.0 0.0 0.0 0.000
H 4.2883 2.1607 -1.3021 0.0 0.0 0.0 0.000


2.
118
Properties=species:S:1:pos:R:3:forces:R:3:lowdin_charge:R:1 method="wB97M-V/def2-TZVPD" e_homo_ev="-11.734 / -11.720" max_force_ev_per_a=2.1 total_charge=+2 energy_ev=-94972.7779 de_lowest_kj_mol=0.0 gap_ev="4.915 / 4.968" spin_multiplicity=1
W 0.3195 -0.1831 -0.2979 -1.5 0.3 1.4 2.012
C -4.8878 -3.4789 1.9621 0.0 -0.1 -0.1 -0.061
C -3.7704 -3.8735 0.9843 -0.1 0.1 0.2 -0.176
C -2.5102 -3.1085 1.2227 0.2 0.0 0.0 -0.112
C -1.4679 -3.4140 2.0480 0.0 0.0 -0.1 -0.106
C -1.3066 -4.6048 2.9363 -0.1 0.2 0.2 -0.169
C -1.7129 -4.2964 4.3862 0.0 -0.1 -0.1 -0.060
C -0.5263 -2.3401 1.9230 0.1 0.0 0.3 -0.207
N -0.9639 -1.3844 1.0336 0.6 0.2 -0.5 0.025
C -2.1947 -1.8424 0.6247 -0.1 0.1 0.2 -0.222
C -3.0623 -1.1296 -0.1670 0.0 0.0 -0.1 0.077
C -2.8471 0.1645 -0.5780 -0.1 -0.1 0.2 -0.204
C -3.8531 0.9899 -1.1803 0.0 0.1 0.0 -0.111
C -5.1970 0.5160 -1.6307 0.1 -0.1 -0.1 -0.170
C -5.0807 -0.2467 -2.9596 -0.1 0.1 0.1 -0.065
C -3.3054 2.2309 -1.3087 0.0 -0.1 0.0 -0.116
C -1.9653 2.1355 -0.8066 0.1 0.1 -0.1 -0.224
C -1.0535 3.1631 -0.8465 0.1 -0.1 0.0 0.069
C 0.2619 3.0672 -0.4607 -0.2 0.1 -0.1 -0.216
N 0.8485 1.9445 0.0916 0.2 -1.1 -0.4 0.022
C 2.1384 2.3534 0.3780 -0.1 0.1 0.1 -0.228
C 3.0463 1.6030 1.0860 0.1 -0.1 0.1 0.069
C 2.7446 0.4085 1.6859 0.1 0.3 0.0 -0.212
N 1.5101 -0.2138 1.5876 -0.2 -0.1 -1.1 0.026
C 1.6183 -1.2979 2.4309 0.0 0.1 0.0 -0.205
C 0.6578 -2.2691 2.6080 -0.1 -0.1 -0.1 0.076
C 2.9092 -1.3530 3.0525 0.0 0.1 0.0 -0.109
C 3.6247 -0.2991 2.5657 0.0 -0.1 -0.1 -0.105
C 5.0371 0.0847 2.8668 -0.1 0.2 0.2 -0.172
C 5.1473 1.0045 4.0911 0.1 -0.1 -0.1 -0.061
C 3.3390 -2.3806 4.0483 -0.1 0.2 0.2 -0.169
C 2.7743 -2.0857 5.4467 0.1 -0.1 -0.1 -0.062
C 2.3748 3.6977 -0.0476 -0.1 -0.1 -0.1 -0.115
C 1.1910 4.1526 -0.5511 0.0 -0.1 -0.1 -0.121
C 0.8654 5.5220 -1.0567 -0.1 0.0 0.3 -0.179
C 0.1885 6.3831 0.0205 0.1 0.0 -0.1 -0.061
C 3.6738 4.4245 0.0856 -0.1 0.1 0.2 -0.172
C 3.8053 5.1470 1.4344 0.0 0.0 -0.2 -0.060
N -1.6829 0.8669 -0.3590 0.8 -0.7 -0.1 0.033
C -3.9478 3.4711 -1.8404 -0.1 0.1 0.2 -0.181
C -4.5555 4.3253 -0.7182 0.0 -0.1 -0.1 -0.065
H -5.8248 -3.9536 1.6730 0.0 0.0 0.0 0.082
H -5.0359 -2.3985 1.9792 0.0 0.0 0.0 0.078
H -4.6460 -3.8043 2.9731 0.0 0.1 0.0 0.069
H -4.1045 -3.7103 -0.0416 0.0 -0.1 0.0 0.105
H -3.5674 -4.9399 1.0915 0.0 0.0 -0.1 0.115
H -0.2706 -4.9491 2.9105 0.0 -0.1 -0.1 0.112
H -1.9311 -5.4136 2.5550 0.1 0.0 0.0 0.113
H -1.0716 -3.5264 4.8165 0.0 0.0 0.0 0.071
H -1.6411 -5.1940 4.9988 0.0 0.0 0.0 0.083
H -2.7407 -3.9373 4.4241 0.0 0.0 0.0 0.071
H -4.0203 -1.5763 -0.3942 0.0 0.0 0.0 0.128
H -5.8598 1.3711 -1.7608 0.0 0.0 0.1 0.113
H -5.6511 -0.1240 -0.8719 0.0 0.0 0.0 0.115
H -4.7538 0.4303 -3.7503 0.0 0.0 0.0 0.079
H -6.0411 -0.6728 -3.2475 0.0 0.0 0.0 0.081
H -4.3453 -1.0494 -2.8859 0.0 0.0 0.0 0.068
H -1.3973 4.1217 -1.2106 0.0 0.0 0.0 0.120
H 4.0268 2.0248 1.2588 0.0 0.0 0.0 0.128
H 0.8763 -3.0608 3.3112 0.0 0.0 0.0 0.123
H 5.4731 0.5792 1.9973 0.1 -0.1 0.0 0.111
H 5.6183 -0.8201 3.0477 0.0 0.0 -0.1 0.116
H 4.5332 1.8972 3.9653 0.0 0.0 0.0 0.074
H 6.1817 1.3122 4.2388 0.0 0.0 0.0 0.082
H 4.8200 0.4851 4.9914 0.0 0.0 0.0 0.070
H 4.4279 -2.3964 4.0977 0.0 -0.1 0.0 0.114
H 3.0151 -3.3724 3.7243 0.1 0.0 0.0 0.112
H 3.1234 -1.1165 5.8015 0.0 0.0 0.0 0.073
H 3.0932 -2.8473 6.1569 0.0 0.0 0.0 0.083
H 1.6837 -2.0631 5.4295 0.0 0.0 0.0 0.071
H 0.2153 5.4547 -1.9326 0.1 0.0 -0.1 0.103
H 1.7887 6.0115 -1.3691 0.0 0.0 -0.1 0.112
H -0.7687 5.9593 0.3268 0.0 0.0 0.0 0.072
H 0.0161 7.3933 -0.3490 0.0 0.0 0.0 0.083
H 0.8214 6.4473 0.9046 0.0 0.0 0.0 0.072
H 3.7475 5.1598 -0.7168 0.1 -0.1 0.0 0.113
H 4.4982 3.7221 -0.0466 0.0 0.0 0.0 0.113
H 3.0683 5.9458 1.5089 0.0 0.0 0.1 0.069
H 4.7950 5.5912 1.5310 0.0 0.0 0.0 0.083
H 3.6473 4.4585 2.2654 0.0 0.0 0.0 0.074
H -4.7333 3.1930 -2.5441 0.1 0.0 -0.1 0.113
H -3.2162 4.0647 -2.3941 0.0 0.0 -0.1 0.107
H -5.3014 3.7506 -0.1695 0.0 0.0 0.0 0.083
H -5.0386 5.2088 -1.1336 0.0 0.0 0.0 0.081
H -3.7884 4.6453 -0.0121 0.0 0.0 0.0 0.073
N 1.8168 -3.7004 -3.3652 0.1 0.3 0.0 0.165
C 0.9464 -3.8434 -2.1373 -0.2 0.4 0.4 -0.445
C 0.5134 -5.2926 -1.9574 0.0 -0.1 0.0 -0.073
P 2.0218 -3.2405 -0.7322 0.2 0.1 -0.3 0.404
O 1.9725 -4.3951 0.3655 0.1 0.0 0.1 -0.097
O 3.3806 -3.0601 -1.2931 0.0 -0.1 0.1 -0.264
O 1.3077 -2.0593 -0.1026 -0.1 0.4 0.0 -0.429
P -0.5341 -2.7255 -2.4937 0.1 0.0 -0.5 0.423
O -1.8145 -3.5603 -2.0416 0.0 -0.1 0.0 -0.098
O -0.4480 -2.4835 -3.9516 0.0 -0.1 0.0 -0.261
O -0.5966 -1.5118 -1.5775 -0.1 0.5 0.6 -0.419
H 2.6943 -3.2352 -3.0538 -0.1 0.0 -0.1 0.124
H 1.2710 -3.1224 -4.0425 0.1 -0.1 0.0 0.124
H 2.0579 -4.5951 -3.7848 -0.1 -0.1 0.0 0.168
H 1.3852 -5.9428 -1.8681 0.0 0.0 0.0 0.098
H -0.0944 -5.6339 -2.7980 0.0 0.0 0.0 0.095
H -0.0698 -5.3961 -1.0449 0.0 0.0 0.0 0.088
H 2.8614 -4.7561 0.5165 -0.2 0.0 0.0 0.110
H -2.1614 -4.1504 -2.7275 0.1 0.2 0.0 0.110
F 2.5981 1.0353 -1.9766 0.2 0.2 0.2 -0.003
C 2.3133 -0.1280 -1.3279 -0.6 -0.1 -1.8 -0.330
F 1.9257 -0.9947 -2.3962 0.6 0.1 -0.1 -0.112
H 3.2772 -0.5315 -1.0262 -0.3 -0.1 0.9 0.123
N -1.1457 3.0847 -6.1073 0.1 0.1 0.0 0.204
C -0.3964 2.7960 -5.0437 0.3 -0.1 0.4 -0.467
N 0.6492 3.5751 -4.7369 0.1 0.2 -0.1 0.213
N -0.7477 1.7518 -4.3272 -0.9 -0.4 -0.6 0.170
C -0.3017 1.2510 -3.2520 0.6 0.3 0.3 -0.219
N 0.0430 0.7589 -2.2625 0.5 -0.2 0.6 0.079
H -0.9335 3.8455 -6.7286 0.0 0.0 0.0 0.127
H -1.9137 2.4757 -6.3292 0.0 0.0 0.0 0.129
H 0.9469 4.3189 -5.3452 0.0 0.0 0.0 0.126
H 1.2690 3.3100 -3.9906 0.0 -0.1 0.0 0.118